Below is a structure of composition C25H43Cl5MnN3O6Si at a distorted geometry, with properties calculated with wB97M-V/def2-TZVPD.

Properties
Total charge: -1
HOMO level (spin up / spin down): -3.24 / -3.26 eV
⟨S²⟩: 8.75
2S+1: 6
LUMO energy (spin up / spin down): 2.2 / 2.2 eV

Geometry (Å):
H: -0.50 -3.75 4.38
N: 3.31 -0.58 -1.73
Cl: -2.33 0.11 4.25
C: -1.22 -3.25 -5.97
Si: -0.03 3.08 -1.54
H: -0.74 -1.35 1.63
H: -2.72 -4.22 0.30
H: 1.57 -4.34 -0.36
C: -1.12 -2.79 -4.53
H: 3.56 -2.66 -1.73
O: -2.46 0.20 0.40
H: -0.80 2.78 3.43
H: 3.81 0.49 -3.42
O: -0.41 0.04 -2.84
H: 1.76 4.87 -1.50
O: 1.12 2.09 3.64
C: 1.67 3.84 -1.89
C: -0.95 4.35 5.52
N: 0.07 3.35 5.21
Cl: -4.32 -0.87 2.38
H: -1.93 4.02 5.14
C: -2.27 -0.63 -4.92
H: -0.64 -3.49 -3.84
H: -0.71 5.01 -0.01
C: -1.53 -1.61 -4.05
O: -1.14 1.31 1.89
H: 2.10 0.65 -2.94
C: -1.16 -1.06 -2.64
C: -1.80 -3.81 -0.10
C: -0.79 -2.15 -1.57
C: 0.21 -1.37 2.20
H: -1.96 2.56 -2.99
H: -0.73 -4.22 -6.09
Mn: 1.07 1.70 1.68
H: -0.94 -4.15 2.71
H: -3.24 -0.40 -4.45
Cl: 1.53 3.81 1.24
H: -0.38 2.36 -3.84
C: -1.88 -2.63 -0.85
H: 1.81 2.42 5.79
C: -0.76 -3.31 3.41
H: -1.73 0.31 -5.07
H: -2.28 -3.37 -6.26
H: 1.38 -2.16 -1.58
C: 3.32 -0.53 -0.36
H: 3.04 -1.52 0.09
H: -1.69 -2.73 3.52
H: 2.30 -1.98 3.40
H: -2.13 -0.65 -2.26
H: -0.46 -5.33 0.71
C: -1.14 4.04 -0.33
C: -3.20 0.45 2.72
H: -0.73 -2.55 -6.67
C: 1.68 -2.88 3.37
H: 2.54 3.27 -1.52
C: 0.59 -3.85 -0.48
C: 3.61 -1.82 -2.43
H: -1.45 3.53 0.59
H: 1.59 -3.36 4.35
H: 2.88 -1.98 -3.24
C: -2.15 0.64 1.52
O: 1.13 -0.51 2.07
H: 4.61 -1.77 -2.88
C: 0.47 -2.68 -1.26
C: 3.13 0.61 -2.56
Cl: -4.03 2.03 2.82
N: 0.34 -2.45 2.98
C: 1.32 3.39 5.93
H: -1.00 4.50 6.61
C: -0.55 -4.44 0.07
H: 3.37 1.51 -1.99
H: -2.07 4.30 -0.85
Cl: 0.63 1.11 -0.46
O: 3.58 0.44 0.35
H: -2.50 -1.03 -5.92
H: -2.81 -2.08 -0.93
H: 2.08 -3.59 2.62
H: -0.71 5.33 5.08
H: -1.05 4.01 -3.53
C: -0.95 2.98 -3.14
H: 1.12 3.61 6.98
C: 0.09 2.73 4.05
H: 1.95 4.18 5.50
H: 1.76 3.91 -2.99